Entry 1:
Entry from the OMol25 dataset: a structure of composition C13H16BN10SV (the ωB97M-V functional and the def2-TZVPD basis).

```
42
Properties=species:S:1:pos:R:3:forces:R:3
V -9.957451 0.157589 -10.299600 0.23 -0.33 0.12
S -8.643003 0.954829 -8.601620 0.13 0.60 0.39
N -11.682645 -2.772613 -13.254101 0.31 -0.24 -0.22
N -10.248130 -1.716075 -9.875711 0.20 0.66 -0.12
N -11.825692 -4.104288 -13.005893 -0.17 -0.23 0.27
N -12.085164 -0.632954 -11.922717 0.61 -0.02 -0.06
N -8.548305 3.588732 -9.232157 0.76 0.11 0.04
N -9.076653 -0.265579 -11.970661 0.42 0.14 -0.69
N -11.716715 0.376535 -11.064399 -0.78 0.02 -0.27
N -9.748308 -1.088670 -12.827132 -0.89 -0.69 0.37
N -10.650006 -2.483710 -10.944589 -0.27 -0.21 0.45
N -6.547148 2.451941 -8.957817 0.85 1.10 -0.26
C -8.966150 -1.445234 -13.845959 0.70 0.05 0.01
C -10.129213 -2.477995 -8.782141 -1.13 -1.96 -2.09
C -12.457883 -3.687083 -15.118520 0.33 0.18 0.44
C -7.735475 -0.812626 -13.655297 -0.47 0.63 0.09
C -13.369800 -0.479268 -12.207388 -0.59 0.26 0.38
C -10.801593 -3.730133 -10.489073 0.20 -1.47 0.61
C -7.853603 -0.070644 -12.486296 -0.75 -1.65 -1.46
C -7.860841 2.494172 -8.974876 -0.15 -1.08 -0.05
C -13.879882 0.617609 -11.513683 -0.45 -0.70 -0.40
C -10.491639 -3.786601 -9.135150 0.44 1.62 -0.19
C -12.301570 -4.654367 -14.106804 0.23 0.09 0.56
C -12.813864 1.103165 -10.801180 -0.06 0.82 0.21
C -12.034860 -2.510627 -14.538757 -0.29 -0.83 -0.40
B -11.075388 -1.806761 -12.302127 0.25 0.12 0.61
H -9.842455 -2.104387 -7.856909 0.53 0.75 1.36
H -12.756681 1.971421 -10.144707 -0.05 -0.37 -0.17
H -9.286834 -2.159425 -14.615763 0.05 0.52 0.49
H -8.075266 4.470731 -9.375308 -0.07 0.06 -0.04
H -13.932963 -1.139499 -12.836691 0.20 -0.34 -0.25
H -12.489206 -5.733494 -14.102256 0.02 0.62 -0.18
H -7.065374 0.469116 -12.066557 0.63 1.02 0.93
H -14.929214 0.874245 -11.545534 0.28 0.40 0.17
H -5.967000 3.298306 -9.058459 -0.49 -0.61 0.08
H -9.538058 3.613282 -9.112896 -0.42 -0.04 0.15
H -6.042193 1.574646 -8.889665 -0.33 0.17 0.17
H -12.786448 -3.902758 -16.105808 -0.18 0.26 -0.55
H -6.899716 -0.727985 -14.305001 0.42 -0.42 -0.42
H -11.889006 -1.534369 -14.919942 -0.17 0.73 -0.50
H -10.485209 -4.629186 -8.499151 -0.06 -0.69 0.37
H -11.066864 -4.593142 -11.105393 -0.03 0.91 0.06
```
Positions in Å, forces in eV/Å.

Its electronic energy is -2419.18785 Eh. The gap between HOMO and LUMO (spin up / spin down) comes out at 6.6 / 7.4 eV. Its total charge is +2. The value obtained for the LUMO energy (spin up / spin down) is -7.765 / -6.974 eV. The value obtained for the highest occupied orbital energy (spin up / spin down) is -14.39 / -14.40 eV. The expectation value of S² is 2.014. As for the spin multiplicity: 3.

***

Entry 2:
Entry from the OMol25 dataset: a cluster of 2 separate species, C13H16Br2Cl4N4O4S2 in total (the ωB97M-V functional and the def2-TZVPD basis).

```
45
Properties=species:S:1:pos:R:3:forces:R:3
Br -4.131671 -1.629369 2.543953 0.38 0.68 -0.84
Br -3.886652 -3.038833 -0.500001 1.10 0.92 0.10
Cl -6.322403 -2.675729 5.328699 -0.38 0.13 -0.09
Cl -7.982559 -1.793184 3.108169 0.01 -0.08 0.47
Cl -9.172572 -3.260936 5.320748 0.30 0.28 -0.10
Cl -8.249211 -0.530150 5.715702 0.08 -0.37 -0.20
S 0.266069 0.612296 -4.754992 -0.58 -0.51 1.52
S 1.658771 4.267677 0.218858 0.43 -0.12 -0.40
O 4.414442 0.995516 0.325476 -3.33 1.53 0.76
O 3.755730 0.364376 -2.419511 -3.51 0.45 -0.87
O 2.825708 1.935463 2.004442 4.83 0.30 -7.36
O 1.720138 1.504849 -1.754431 4.07 -3.38 -6.62
N -1.888573 0.340571 -1.370852 0.81 -4.21 -0.40
N -0.521733 -1.551197 -3.132737 -0.66 4.04 0.47
N -1.116019 -2.055709 -2.082633 -1.57 3.44 1.98
N -1.294220 0.843494 -2.421906 1.63 -3.30 -1.86
C 3.414584 3.557203 0.103122 1.16 -1.54 -2.18
C 2.045902 1.013614 -4.350982 1.95 0.82 0.52
C -7.931611 -2.065023 4.868325 -0.01 0.03 -0.08
C 2.432401 0.987267 -2.758526 -1.25 1.58 4.92
C -0.627821 -0.129071 -3.230164 1.05 0.56 -0.65
C 3.648459 -0.248803 0.133079 -1.64 -2.19 0.22
C 4.216222 -1.525671 1.035962 0.07 0.33 0.33
C 3.541861 2.079744 0.874508 -3.45 -0.35 5.15
C -3.195425 -0.586462 1.061070 0.94 -0.04 0.62
C -1.749627 -1.079555 -1.247674 -0.98 -0.76 1.82
C -2.464376 -1.720000 0.129222 0.61 0.64 -0.65
C 3.584892 -0.736854 -1.460351 -0.09 -0.45 0.94
C -2.117040 0.401470 1.872612 -0.43 0.78 -1.30
H 3.589159 3.330891 -1.052351 -0.13 0.52 2.59
H 2.781375 0.346110 -5.012688 -1.68 1.26 1.89
H 3.833737 -1.434496 2.144909 0.76 -0.04 -2.26
H -4.047780 0.010295 0.525122 1.90 -1.37 0.86
H 2.516426 -1.202404 -1.665054 2.29 0.63 0.68
H -1.674776 -2.393118 0.714297 -1.81 1.73 -1.23
H -2.173334 0.243122 3.032094 0.26 0.22 -2.50
H 2.228845 2.135857 -4.715069 -0.54 -2.37 0.93
H 2.503661 -0.138650 0.454205 2.69 0.26 -0.58
H 4.431699 -1.547572 -1.656141 -1.78 1.96 0.19
H 4.246414 4.306488 0.458800 -1.85 -1.58 -0.45
H -1.030685 0.274478 1.422471 -2.21 0.12 1.15
H 1.145452 4.402899 -1.103030 1.36 -0.56 1.34
H 3.834731 -2.563113 0.625287 0.64 2.20 0.60
H 5.385252 -1.561820 1.069470 -2.19 0.19 -0.23
H -2.443845 1.514040 1.598486 0.79 -2.40 0.77
```
Positions in Å, forces in eV/Å.

Its electronic energy is -8809.71902 Eh. Its SMILES is C[C@H](COC(=O)CSc1nnc([C@H](Br)[C@H](C)Br)nn1)OC(=O)CS.ClC(Cl)(Cl)Cl. The gap between HOMO and LUMO comes out at 7.9 eV. The value obtained for the LUMO energy is -1.423 eV. The value obtained for the highest occupied orbital energy is -9.30 eV. As for the spin multiplicity: 1.